27
Properties=species:S:1:pos:R:3:forces:R:3 method="wB97M-V/def2-TZVPD" orbital_gap_ev=7.9 lumo_ev=-0.1 spin_multiplicity=1 relative_energy_kj_mol=381.21
C 1.463437 -2.270422 0.585456 0.584 -0.424 0.769
C -0.384492 -3.694005 -2.063224 0.932 0.015 -0.345
C -1.484734 -4.153225 -1.475495 0.756 -0.954 0.483
C 0.973685 1.030351 -1.212103 0.526 0.932 -1.429
C -1.564185 -1.895974 -1.088549 -0.775 2.294 0.482
C -0.131371 -2.359666 -1.419679 0.743 -0.198 1.177
C -1.809775 -3.221845 -0.393338 -4.138 1.281 3.259
C 0.230490 -2.655287 0.130732 -1.669 0.747 -3.485
C 1.662583 1.660037 1.939872 1.471 1.756 -2.622
C 0.395493 1.164362 1.234660 0.768 0.025 0.711
N 2.555918 -2.017060 0.765091 1.744 0.569 0.574
N 2.127161 0.390696 -1.025938 1.143 0.094 -0.066
N -0.805440 -3.035345 0.694041 -0.080 -1.942 1.718
O 0.264027 1.434377 -0.188263 -0.752 -0.788 1.070
H 0.400225 -4.065264 -2.758409 -1.267 -0.136 0.388
H -2.068432 -5.034195 -1.464958 0.011 -1.083 -0.766
H -1.784936 -0.910046 -0.523200 1.098 -1.747 -0.265
H -2.203399 -1.778517 -1.918703 -0.432 -0.155 -1.475
H 0.623526 -1.794907 -1.905846 0.250 0.991 -0.429
H -2.836752 -3.426866 0.219388 2.242 0.606 -1.972
H 1.884188 2.825900 1.914371 -0.975 -2.429 0.408
H 1.559833 1.190670 2.876487 0.365 0.159 1.650
H 2.572102 1.235727 1.442368 -0.708 0.214 0.627
H -0.432397 1.710172 1.681346 -0.260 -0.185 -0.202
H 0.311128 0.091039 1.563260 -0.203 0.701 -1.065
H 2.515026 0.038858 -0.161410 -0.071 0.137 0.329
H 2.850549 0.500102 -1.759228 -1.301 -0.480 0.474